7
Properties=species:S:1:pos:R:3:forces:R:3:mulliken_charge:R:1 method="wB97M-V/def2-TZVPD" charge=-1 e_above_lowest_kj_mol=39.84 lumo_ev=4.038
S 1.926331 -0.601126 -1.008231 -0.014 -0.241 -0.056 -0.83
H 2.402234 0.327873 -1.858665 -0.208 0.031 0.163 -0.03
O -2.568157 0.432101 0.896798 -0.241 0.420 0.097 -0.51
C -1.471403 0.509065 0.424196 1.387 -0.356 -0.236 0.29
O -0.324980 0.263244 1.079167 -1.088 -0.707 0.372 -0.32
H -1.194706 0.775799 -0.612720 -0.702 -0.012 -0.155 0.24
H 0.254268 -0.219327 0.428101 0.866 0.865 -0.184 0.16

---

64
Properties=species:S:1:pos:R:3:forces:R:3:mulliken_charge:R:1 method="wB97M-V/def2-TZVPD" multiplicity=3 s_squared=2.004 charge=+1 e_above_lowest_kj_mol=33.67 lumo_ev="-2.497 / -3.558"
Pd 0.381611 1.427087 -0.343806 -0.188 -0.265 -0.070 0.01
Cl -0.948730 6.069638 -3.438448 0.004 -0.005 0.005 -0.19
C -0.716475 5.386665 -1.873571 -0.026 -0.032 0.022 -0.11
C -0.695587 6.183920 -0.739992 0.005 -0.043 -0.014 -0.15
C -0.509611 5.572648 0.488008 -0.027 -0.021 -0.027 -0.82
C -0.351470 4.199004 0.542963 -0.087 0.005 0.032 -0.22
N -0.371294 3.442522 -0.558858 0.276 0.061 0.076 -0.06
C -0.542827 4.019619 -1.747398 -0.044 0.004 -0.026 -0.30
H -0.818542 7.254168 -0.825125 -0.005 0.023 -0.005 0.45
H -0.481849 6.154575 1.397502 0.000 0.002 0.012 0.43
H -0.198711 3.674134 1.478038 0.031 0.011 -0.024 0.50
H -0.532083 3.377399 -2.619001 0.028 0.011 0.006 0.55
C 4.881360 -0.122954 -1.112901 0.021 -0.030 -0.003 -0.51
C 4.530886 0.542696 0.054052 -0.017 0.004 0.036 -0.61
C 3.231005 1.000918 0.229750 0.010 0.037 -0.026 -0.06
C 2.272278 0.795056 -0.763612 0.079 0.373 -0.184 -0.19
C 2.636610 0.131089 -1.933675 -0.031 0.045 0.020 0.25
C 3.935117 -0.332108 -2.106654 -0.042 -0.032 0.001 -0.62
H 5.894578 -0.476349 -1.249904 0.021 -0.010 -0.001 0.40
H 5.269823 0.702672 0.828291 0.018 0.008 0.020 0.42
H 2.956558 1.493640 1.157112 0.011 0.013 -0.035 0.46
H 1.907907 -0.039076 -2.720147 0.020 0.019 0.001 0.36
H 4.209039 -0.852435 -3.015334 0.008 -0.005 -0.017 0.42
C 3.802155 -3.588790 1.020103 0.025 -0.021 0.023 -1.34
C 2.319983 -3.361723 1.032515 -0.090 -0.026 0.022 0.35
C 1.440707 -4.378052 1.393962 0.030 0.031 -0.003 -0.88
C 0.068677 -4.174243 1.397217 -0.033 -0.018 0.002 -0.68
C -0.422259 -2.935604 1.023945 -0.069 0.046 -0.219 -0.77
C 0.436752 -1.899750 0.664746 0.065 -0.022 0.011 1.09
C 1.799516 -2.115497 0.672059 0.045 -0.089 0.024 -0.30
S -2.155155 -2.650385 1.011136 -0.023 0.087 0.894 1.27
O -2.831459 -3.811589 1.490886 0.085 -0.020 -0.127 -0.78
O -2.513215 -2.131897 -0.313706 0.124 -0.227 -0.563 -0.64
N -2.452241 -1.360666 1.950668 -0.120 -0.329 -0.403 -0.28
C -1.734517 -1.146860 3.203999 0.177 -0.153 0.191 -0.43
C -1.481936 0.356291 3.333594 0.124 0.068 0.145 -1.17
C -0.801884 0.897749 2.084457 -0.217 0.209 0.044 0.81
O 0.358616 1.320719 2.131456 0.321 0.156 -0.091 -0.54
O -1.470342 0.871872 0.984165 -0.097 0.244 0.154 -0.65
H 4.072737 -4.475136 1.590569 0.008 -0.014 0.005 0.42
H 4.330359 -2.731719 1.436582 0.008 0.021 -0.012 0.33
H 4.156463 -3.726069 -0.002784 0.009 0.015 -0.026 0.29
H 1.832852 -5.343820 1.683242 0.010 -0.031 0.015 0.42
H -0.616773 -4.957681 1.685075 -0.020 -0.049 0.008 0.58
H 0.045644 -0.918321 0.411095 -0.015 -0.159 -0.006 0.33
H 2.469184 -1.305328 0.405021 -0.075 -0.186 0.063 0.12
H -2.306309 -0.528744 1.357235 -0.168 0.000 -0.050 0.35
H -0.766665 -1.663450 3.191693 -0.095 0.005 0.045 0.30
H -2.311919 -1.532689 4.043257 0.010 0.089 0.012 0.43
H -0.839276 0.535456 4.193711 -0.029 0.034 -0.043 0.43
H -2.422275 0.890069 3.481801 -0.036 -0.044 -0.045 0.32
N -4.323748 -0.963640 -1.667888 0.278 -0.703 0.390 -0.16
C -3.346437 -0.461113 -2.691348 -0.133 -0.065 0.230 -0.85
C -2.388019 0.564157 -2.053019 -0.034 -0.140 -0.073 -0.29
N -0.977725 0.211773 -2.168560 0.132 0.125 0.143 -0.32
H -5.066341 -1.521263 -2.086190 -0.034 0.083 -0.046 0.41
H -4.749078 -0.203092 -1.140558 -0.006 -0.041 0.015 0.38
H -3.746777 -1.617733 -0.980358 -0.422 0.857 -0.386 0.24
H -3.903015 -0.065006 -3.538541 0.009 0.032 0.032 0.39
H -2.805914 -1.351025 -3.003822 0.100 0.053 -0.147 0.37
H -2.583827 0.641899 -0.982518 -0.103 0.033 0.013 0.02
H -2.568868 1.552095 -2.480112 0.132 -0.049 -0.024 0.63
H -0.650452 0.184229 -3.127574 -0.033 0.054 0.006 0.26
H -0.836813 -0.709953 -1.764502 0.092 -0.026 -0.025 0.12

---

13
Properties=species:S:1:pos:R:3:forces:R:3:mulliken_charge:R:1 method="wB97M-V/def2-TZVPD" e_above_lowest_kj_mol=371.44 lumo_ev=0.707
C 0.298092 -0.217657 0.553553 -0.550 -0.759 -1.317 -0.25
C 0.100593 0.194094 -0.714954 0.709 0.814 2.583 0.38
C 0.187550 0.763328 1.710052 0.233 0.936 -0.266 -0.49
C 0.800780 2.092637 1.236464 1.383 -0.896 -0.599 -0.58
C 0.052662 -0.531175 -1.987120 -2.205 -0.286 -0.640 -0.93
Br -0.270007 2.089738 -0.618048 -0.062 0.373 -0.804 0.01
H 0.411526 -1.322645 0.576360 0.155 0.804 0.752 0.23
H -0.833479 1.056319 1.959544 -0.587 -1.190 0.131 0.26
H 0.715876 0.496436 2.641069 -0.140 -0.195 -0.480 0.33
H 0.294505 2.921480 1.697339 -0.549 0.536 0.458 0.20
H -0.088499 -1.578765 -1.666669 0.341 0.207 -0.536 0.29
H 0.909055 -0.424044 -2.682758 -0.617 0.155 0.496 0.27
H -0.968043 -0.240972 -2.462265 1.887 -0.498 0.222 0.29

---

Going through the records in order, we get M values of 79.1, 600.5, 147.0 g/mol.
Going through the records in order, we get maximum force values of 1.5, 1.0, 2.8 eV Å⁻¹.
Going through the records in order, we get total energy values of -16017.3675, -65318.9878, -75335.9686 eV.